Run 1
Here is a cluster of 4 separate species, H8O3S2 in total from the OMol25 dataset. Energies are from ωB97M-V with the def2-TZVPD basis set.

Geometry as XYZ:
```
13
Properties=species:S:1:pos:R:3
S 2.39 -0.40 0.04
S 2.45 -2.55 0.55
H 3.81 -0.17 0.39
H 1.22 -2.60 -0.03
O -3.60 1.37 -1.98
H -4.18 0.80 -1.51
H -2.70 1.16 -1.73
O -0.10 0.25 -2.82
H 0.67 -0.35 -2.62
H 0.10 0.67 -3.61
O -0.06 0.24 4.16
H 0.68 0.47 4.78
H -0.69 1.09 4.38
```

Properties
- SMILES: SS.O.O.O
- Kohn-Sham gap: 8.567 eV
- Total charge: 0

***

Run 2
Here is a structure of composition H8O3S2 from the OMol25 dataset. Energies are from ωB97M-V with the def2-TZVPD basis set.

Geometry as XYZ:
```
13
Properties=species:S:1:pos:R:3
S 0.00 -1.08 1.64
S -0.41 0.05 -2.11
H 0.69 -2.05 2.23
H 0.13 -0.77 -3.02
H -2.12 -0.97 -0.95
H -1.99 -1.06 0.52
O -2.64 -0.85 -0.15
H 1.01 0.60 1.60
H 0.84 2.06 1.47
O 1.54 1.40 1.32
H 1.70 1.32 0.30
H 1.17 1.17 -1.24
O 1.80 1.59 -0.63
```

Properties
- Kohn-Sham gap: 4.277 eV
- Total charge: 0

***

Which of them is most stable? Easy: run 1.

***

Run 1
Here is a cluster of 2 separate species, C4H4N2O3 in total from the OMol25 dataset. Energies are from ωB97M-V with the def2-TZVPD basis set.

Geometry as XYZ:
```
13
Properties=species:S:1:pos:R:3
C 0.53 0.12 0.56
C 0.06 1.24 -0.06
C -2.08 -3.42 0.92
C 0.89 1.92 -1.09
N 2.19 -1.54 0.54
N 1.51 -0.63 0.43
O -1.16 -4.10 0.92
O -2.95 -2.69 0.93
O -1.16 1.70 0.17
H 1.27 1.23 -1.80
H 0.56 2.75 -1.75
H 1.86 2.23 -0.58
H -1.53 1.19 0.81
```

Properties
- Kohn-Sham gap: 8.814 eV
- Total charge: 0

***

Run 2
Here is the molecule C4H4N2O3 from the OMol25 dataset. Energies are from ωB97M-V with the def2-TZVPD basis set.

Geometry as XYZ:
```
13
Properties=species:S:1:pos:R:3
C 0.55 -0.84 -1.19
C 0.11 0.77 -0.52
C -0.24 0.09 0.71
C -0.93 0.57 1.92
O 1.92 -0.98 -1.16
N -0.03 1.87 -1.09
N 0.04 -1.16 0.43
O -0.14 -1.26 -2.08
O -1.39 -0.19 2.74
H 2.20 -1.14 -2.07
H -0.67 2.53 -0.63
H -0.44 -1.93 0.89
H -1.00 1.67 2.03
```

Properties
- Kohn-Sham gap (alpha / beta): 6.602 / 6.601 eV
- Total charge: 0

***

Which of them is most stable? Easy: run 1.

***

Run 1
Here is a cluster of 2 separate species, C11H11IN2 in total from the OMol25 dataset. Energies are from ωB97M-V with the def2-TZVPD basis set.

Geometry as XYZ:
```
25
Properties=species:S:1:pos:R:3
C 0.47 1.81 3.31
C 1.15 0.88 2.62
C -0.51 2.70 2.68
C 0.82 0.60 1.30
C -0.75 2.48 1.37
C -0.36 -3.59 -1.13
C -1.29 -2.71 -0.77
C -0.16 1.38 0.64
C 0.23 -1.69 -2.02
C 1.09 -0.64 -2.62
C -1.62 -0.30 -1.36
N 0.50 -2.92 -1.92
N -1.04 -1.45 -1.30
I -3.76 -0.12 -0.79
H 0.28 1.96 4.34
H 2.08 0.29 3.08
H -0.83 3.71 3.16
H 1.24 -0.22 0.71
H -1.50 3.05 0.80
H -0.11 -4.57 -0.99
H -2.26 -2.81 -0.13
H 1.97 -0.64 -1.88
H 1.46 -0.84 -3.62
H 0.56 0.27 -2.45
H -0.93 1.15 -0.22
```

Properties
- Kohn-Sham gap: 7.975 eV
- Total charge: 0

***

Run 2
Here is a cluster of 2 separate species, C11H11IN2 in total from the OMol25 dataset. Energies are from ωB97M-V with the def2-TZVPD basis set.

Geometry as XYZ:
```
25
Properties=species:S:1:pos:R:3
C 0.43 1.74 -3.22
C 0.45 0.29 -3.45
C 0.30 2.19 -1.97
C 0.53 -0.51 -2.34
C 0.05 1.32 -0.87
C -2.01 0.35 2.56
C -1.61 0.24 1.30
C 0.25 -0.03 -1.06
C -0.22 -0.82 2.57
C 1.02 -1.57 2.91
C 0.11 -0.95 0.05
N -1.12 -0.34 3.37
N -0.50 -0.56 1.27
I -0.32 -3.05 -0.36
H 0.37 2.49 -3.97
H 0.45 -0.09 -4.48
H 0.32 3.30 -1.93
H 0.92 -1.49 -2.42
H -0.34 1.65 0.09
H -2.73 0.89 3.00
H -2.12 0.37 0.45
H 0.68 -2.60 3.27
H 1.77 -1.68 2.16
H 1.45 -1.10 3.84
H 1.62 -1.27 0.71
```

Properties
- Kohn-Sham gap: 8.557 eV
- Total charge: 0

***

Which of them is most stable? Easy: run 2.

***

Run 1
Here is the molecule C21H26N2O5 from the OMol25 dataset. Energies are from ωB97M-V with the def2-TZVPD basis set.

Geometry as XYZ:
```
54
Properties=species:S:1:pos:R:3
C -3.50 -2.65 1.30
C -4.91 -2.20 0.95
C -5.00 -1.45 -0.39
C -4.31 -0.12 -0.31
C -4.96 0.93 0.24
C -4.36 2.23 0.40
O -4.90 3.20 0.89
O -3.07 2.37 -0.05
C -2.40 1.35 -0.61
C -1.09 1.63 -1.02
C -0.33 0.64 -1.61
O 0.95 0.80 -2.05
C 1.55 2.07 -2.01
C 2.05 2.56 -0.65
O 2.69 3.59 -0.57
N 1.71 1.81 0.41
C 2.17 2.13 1.74
C 3.50 1.45 2.09
C 3.42 -0.09 2.07
N 3.47 -0.66 0.75
C 4.70 -0.73 -0.01
C 4.40 -1.79 -1.08
C 2.88 -1.74 -1.22
C 2.40 -1.17 0.10
O 1.26 -1.14 0.52
C -0.88 -0.64 -1.78
C -2.15 -0.91 -1.37
C -2.96 0.07 -0.77
H -3.49 -3.16 2.26
H -3.11 -3.33 0.55
H -2.83 -1.80 1.36
H -5.30 -1.56 1.74
H -5.56 -3.08 0.89
H -4.58 -2.07 -1.18
H -6.05 -1.28 -0.62
H -5.97 0.84 0.60
H -0.72 2.63 -0.85
H 0.88 2.84 -2.43
H 2.42 2.00 -2.67
H 1.24 0.92 0.29
H 1.40 1.82 2.45
H 2.31 3.21 1.79
H 3.79 1.76 3.09
H 4.27 1.78 1.39
H 2.48 -0.41 2.52
H 4.25 -0.50 2.65
H 5.53 -1.01 0.63
H 4.92 0.24 -0.47
H 4.92 -1.58 -2.02
H 4.71 -2.77 -0.73
H 2.42 -2.71 -1.41
H 2.56 -1.05 -2.01
H -0.26 -1.40 -2.23
H -2.54 -1.90 -1.51
```

Properties
- SMILES: CCCc1cc(=O)oc2cc(OCC(=O)NCCCN3CCCC3=O)ccc12
- Kohn-Sham gap: 8.584 eV
- Total charge: 0

***

Run 2
Here is the molecule C21H26N2O5 from the OMol25 dataset. Energies are from ωB97M-V with the def2-TZVPD basis set.

Geometry as XYZ:
```
54
Properties=species:S:1:pos:R:3
C -4.47 -2.49 1.57
N -3.92 -1.41 0.78
C -4.43 -0.14 1.02
O -5.33 0.02 1.83
C -3.84 0.94 0.27
C -2.87 0.74 -0.65
O -2.27 1.69 -1.41
C -2.43 3.06 -1.06
C -1.62 3.44 0.18
C -0.16 2.98 0.03
C -0.02 1.52 0.45
O -0.79 1.01 1.23
N 1.00 0.81 -0.09
C 2.12 1.32 -0.85
C 3.39 1.31 0.01
C 3.68 -0.11 0.51
C 2.44 -0.66 1.24
C 1.21 -0.55 0.33
O 4.03 -0.92 -0.59
C 5.17 -1.67 -0.24
C 5.86 -0.77 0.79
O 4.78 -0.12 1.41
C -2.40 -0.60 -0.90
C -1.41 -0.86 -1.86
C -0.94 -2.13 -2.06
C -1.46 -3.18 -1.30
C -2.44 -2.95 -0.36
C -2.93 -1.66 -0.14
H -5.22 -2.05 2.22
H -4.94 -3.24 0.93
H -3.70 -2.96 2.18
H -4.23 1.91 0.51
H -3.49 3.31 -0.93
H -2.05 3.60 -1.93
H -2.04 2.95 1.06
H -1.68 4.52 0.31
H 0.15 3.13 -1.00
H 0.48 3.57 0.69
H 1.94 2.33 -1.22
H 2.29 0.66 -1.71
H 4.24 1.66 -0.57
H 3.27 1.96 0.88
H 2.29 -0.07 2.15
H 2.61 -1.70 1.52
H 0.31 -0.88 0.86
H 1.36 -1.18 -0.55
H 5.75 -1.85 -1.14
H 4.87 -2.63 0.21
H 6.42 -1.32 1.55
H 6.52 -0.05 0.29
H -1.02 -0.03 -2.42
H -0.18 -2.33 -2.80
H -1.09 -4.18 -1.45
H -2.82 -3.78 0.21
```

Properties
- SMILES: Cn1c(=O)cc(OCCCC(=O)N2CCC3(CC2)OCCO3)c2ccccc21
- Kohn-Sham gap: 8.685 eV
- Total charge: 0

***

Which of them is most stable? Easy: run 1.

***

Run 1
Here is the molecule H3N3O2 from the OMol25 dataset. Energies are from ωB97M-V with the def2-TZVPD basis set.

Geometry as XYZ:
```
8
Properties=species:S:1:pos:R:3
N 1.26 0.19 -0.07
N 0.14 -0.65 0.16
N -1.02 0.00 0.04
O -0.97 1.23 -0.02
O -1.99 -0.70 0.00
H 0.97 0.94 -0.66
H 1.35 0.52 0.85
H 0.26 -1.54 -0.30
```

Properties
- SMILES: NN[N+](=O)[O-]
- Kohn-Sham gap: 11.362 eV
- Total charge: 0

***

Run 2
Here is a cluster of 2 separate species, H3N3O2 in total from the OMol25 dataset. Energies are from ωB97M-V with the def2-TZVPD basis set.

Geometry as XYZ:
```
8
Properties=species:S:1:pos:R:3
N 1.34 0.28 0.02
N 1.40 -1.00 -0.02
N -1.73 -0.06 -0.10
O -1.30 1.08 0.06
O -2.86 -0.46 0.02
H 0.46 0.83 0.00
H 2.23 0.76 0.12
H 0.46 -1.42 -0.09
```

Properties
- Kohn-Sham gap (alpha / beta): 10.249 / 4.287 eV
- Total charge: 0

***

Which of them is most stable? Easy: run 1.

***

Run 1
Here is a cluster of 2 separate species, C6H10NO2 in total from the OMol25 dataset. Energies are from ωB97M-V with the def2-TZVPD basis set.

Geometry as XYZ:
```
19
Properties=species:S:1:pos:R:3
C 2.37 0.90 -0.63
C 1.27 1.64 -0.43
C -2.33 -0.64 -0.92
C 2.19 -0.40 -0.03
C 0.50 1.02 0.61
C -2.55 -0.51 0.38
N 1.11 -0.16 0.82
O -1.23 -0.91 -1.57
O -1.61 -0.91 1.37
H 3.18 1.06 -1.43
H 1.21 2.61 -0.74
H -3.08 -0.13 -1.55
H 2.06 -1.06 -0.88
H 2.96 -0.79 0.63
H -0.51 1.26 0.98
H -3.50 -0.01 0.64
H -2.03 -0.97 2.19
H 0.61 -0.85 1.41
H -0.64 -1.14 -0.84
```

Properties
- Kohn-Sham gap: 6.828 eV
- Total charge: +1

***

Run 2
Here is the ion C6H10NO2 with charge +1 from the OMol25 dataset. Energies are from ωB97M-V with the def2-TZVPD basis set.

Geometry as XYZ:
```
19
Properties=species:S:1:pos:R:3
C 2.50 -1.01 -0.31
O 2.53 0.46 0.03
C 1.63 0.81 0.98
N 0.25 0.79 0.35
C -0.48 1.80 -0.09
C -1.75 1.24 -0.39
C -1.64 -0.20 -0.20
C -2.65 -1.27 -0.35
O -0.44 -0.38 0.26
H 2.18 -1.06 -1.37
H 1.78 -1.53 0.36
H 3.62 -1.29 -0.26
H 1.82 0.21 1.91
H 1.75 1.86 1.02
H 0.02 2.70 -0.19
H -2.75 1.61 -0.74
H -3.56 -0.92 0.01
H -2.68 -1.75 -1.29
H -2.13 -2.07 0.25
```

Properties
- SMILES: COC[n+]1ccc(C)o1
- Kohn-Sham gap: 10.333 eV
- Total charge: +1

***

Which of them is most stable? Easy: run 1.